Record 1
Computed, not measured: a 12-piece molecular cluster, C37H103N11O17 overall at a distorted geometry, with ωB97M-V with the def2-TZVPD basis set.

Each line ends with the Mulliken charge.
Positions of all 168 atoms, in Å:
C  -6.882  -3.823  8.023  -0.75
O  -6.106  -2.986  7.197  -0.30
C  -6.889  -2.185  6.346  -0.67
C  -6.032  -1.735  5.172  0.02
N  -6.859  -1.087  4.154  -0.22
C  -7.104  -1.871  2.966  -1.00
C  -5.888  -2.092  2.100  -0.15
O  -5.565  -0.856  1.499  -0.39
C  -4.354  -0.880  0.796  -0.52
H  -7.577  -3.238  8.631  0.29
H  -6.145  -4.297  8.668  0.24
H  -7.413  -4.552  7.407  0.31
H  -7.393  -1.390  6.908  0.33
H  -7.705  -2.780  5.898  0.31
H  -5.551  -2.655  4.834  0.24
H  -5.266  -1.022  5.482  -0.13
H  -6.647  -0.114  4.033  0.31
H  -7.822  -1.366  2.314  0.38
H  -7.546  -2.816  3.288  0.32
H  -5.998  -2.832  1.289  0.37
H  -5.037  -2.486  2.683  0.29
H  -3.485  -0.955  1.453  0.12
H  -4.320  0.011  0.168  0.28
H  -4.302  -1.697  0.056  0.32
C  -1.310  -0.073  -0.394  -0.59
O  -1.218  -1.439  -0.063  0.00
C  -0.918  -2.242  -1.204  -0.33
C  0.371  -3.044  -0.883  -0.76
N  1.499  -2.803  -1.784  0.00
C  2.232  -1.608  -1.326  0.13
C  3.077  -1.105  -2.465  -1.07
O  2.252  -0.253  -3.222  0.55
C  2.856  0.452  -4.276  -1.30
H  -0.418  0.313  -0.902  0.03
H  -1.403  0.467  0.551  0.15
H  -2.193  0.162  -0.998  0.29
H  -0.725  -1.643  -2.099  0.70
H  -1.764  -2.894  -1.400  0.23
H  0.082  -4.100  -0.949  -0.43
H  0.630  -2.861  0.167  0.78
H  2.158  -3.571  -1.793  -0.25
H  2.875  -1.805  -0.456  0.21
H  1.487  -0.869  -1.035  -0.26
H  3.339  -1.943  -3.135  0.33
H  4.036  -0.642  -2.193  0.51
H  2.085  0.851  -4.934  0.11
H  3.562  -0.107  -4.899  0.32
H  3.350  1.343  -3.868  0.41
C  5.573  1.684  -6.505  -0.95
O  4.218  1.986  -6.714  0.06
C  3.856  2.212  -8.081  -0.86
C  4.362  3.565  -8.565  -0.59
N  3.515  4.704  -8.119  -0.38
C  4.288  5.628  -7.292  -0.26
C  3.554  6.910  -7.009  -0.94
O  2.485  6.678  -6.120  -0.20
C  1.841  7.866  -5.730  -0.87
H  5.997  1.146  -7.360  0.45
H  5.604  1.056  -5.612  0.20
H  6.199  2.556  -6.282  0.25
H  2.774  2.184  -8.180  0.41
H  4.349  1.421  -8.655  0.47
H  4.387  3.521  -9.661  0.32
H  5.388  3.752  -8.242  0.34
H  2.853  4.263  -7.483  0.17
H  5.228  5.886  -7.788  0.52
H  4.629  5.210  -6.328  0.22
H  3.147  7.329  -7.939  0.35
H  4.267  7.631  -6.585  0.41
H  1.090  7.582  -4.995  0.25
H  1.300  8.309  -6.581  0.32
H  2.527  8.625  -5.344  0.32
C  0.016  -0.439  3.046  -0.54
O  -0.687  -0.156  4.221  -0.45
C  -1.993  0.261  3.960  0.03
C  -2.640  0.666  5.259  -0.88
N  -1.951  1.828  5.828  -0.25
C  -2.457  2.221  7.111  -0.81
C  -1.374  2.785  8.010  -0.24
O  -0.658  1.692  8.564  -0.36
C  0.650  2.015  8.992  -0.65
H  0.080  0.471  2.434  0.21
H  -0.485  -1.190  2.412  0.28
H  1.007  -0.855  3.196  0.25
H  -2.580  -0.529  3.471  -0.02
H  -2.006  1.140  3.294  0.29
H  -2.541  -0.176  5.968  0.40
H  -3.699  0.900  5.145  0.43
H  -0.961  1.626  5.857  0.16
H  -2.902  1.385  7.677  0.29
H  -3.290  2.933  7.054  0.41
H  -1.900  3.335  8.808  0.45
H  -0.672  3.483  7.540  0.12
H  1.195  2.530  8.188  0.17
H  1.131  1.072  9.227  0.33
H  0.626  2.718  9.834  0.34
C  3.403  0.133  2.019  -0.86
O  2.958  0.833  3.147  -0.29
C  3.048  2.230  3.049  -0.68
C  2.387  2.865  4.255  -0.23
N  2.509  4.318  4.158  -0.31
C  1.688  5.067  5.098  -1.06
C  1.734  4.644  6.552  0.79
O  0.957  5.559  7.282  -0.37
C  1.049  5.335  8.689  -0.69
H  3.194  -0.912  2.230  0.24
H  4.474  0.315  1.848  0.46
H  2.928  0.447  1.078  0.33
H  2.541  2.589  2.144  0.32
H  4.107  2.530  2.996  0.35
H  2.853  2.502  5.184  0.25
H  1.356  2.497  4.272  0.09
H  3.488  4.507  4.346  0.30
H  0.658  5.104  4.737  0.27
H  2.036  6.099  4.993  0.40
H  2.770  4.578  6.919  0.33
H  1.321  3.628  6.648  -0.47
H  1.104  4.281  8.960  0.19
H  0.180  5.833  9.115  0.24
H  1.937  5.859  9.061  0.37
C  1.227  3.424  -3.673  0.59
O  2.122  3.755  -2.903  -0.72
N  1.165  3.946  -4.957  -0.23
N  0.327  2.418  -3.476  -0.19
H  0.465  3.712  -5.634  0.18
H  1.772  4.739  -5.083  0.13
H  -0.231  2.041  -4.229  0.25
H  0.357  1.888  -2.626  0.11
C  -1.517  -4.619  -3.799  0.63
O  -2.083  -3.528  -3.886  -0.60
N  -2.141  -5.803  -4.112  -0.49
N  -0.148  -4.668  -3.714  -0.13
H  -3.143  -5.711  -4.133  0.28
H  -1.735  -6.657  -3.772  0.25
H  0.387  -5.503  -3.875  0.31
H  0.241  -3.918  -3.157  -0.04
C  -1.204  -0.832  -4.769  0.36
O  -0.933  0.318  -5.137  -0.80
N  -0.175  -1.637  -4.338  -0.04
N  -2.460  -1.311  -4.543  -0.27
H  -0.343  -2.626  -4.264  0.21
H  0.673  -1.097  -4.300  -0.24
H  -3.227  -0.709  -4.770  0.19
H  -2.580  -2.199  -4.078  0.32
C  2.172  -0.718  -7.550  -0.01
O  2.750  -0.954  -8.858  -0.56
H  1.155  -1.109  -7.573  0.43
H  2.821  -1.261  -6.869  0.01
H  2.125  0.340  -7.313  -0.19
H  2.078  -1.279  -9.460  0.32
C  -2.547  -6.329  -0.576  -0.60
O  -2.585  -4.910  -0.452  -0.22
H  -2.535  -6.859  0.380  0.32
H  -3.445  -6.687  -1.097  0.30
H  -1.671  -6.598  -1.159  0.05
H  -3.271  -4.693  0.185  0.17
C  2.712  -6.136  -1.669  -0.57
O  1.583  -6.900  -1.985  -0.48
H  3.538  -6.726  -1.253  0.40
H  3.102  -5.639  -2.560  0.31
H  2.557  -5.323  -0.945  0.17
H  1.252  -7.315  -1.180  0.28
C  0.570  -6.233  1.437  -0.34
O  0.518  -7.532  0.861  -0.50
H  -0.339  -6.063  2.029  0.35
H  1.460  -6.048  2.040  0.38
H  0.497  -5.440  0.693  -0.10
H  0.607  -8.154  1.588  0.28

Net charge = 0
Structure (SMILES) = COCCNCCOC.COCCNCCOC.COCCNCCOC.COCCNCCOC.COCCNCCOC.NC(N)=O.NC(N)=O.NC(N)=O.CO.CO.CO.CO

Record 2
Computed, not measured: a 13-piece molecular cluster, C37H107N7O13 overall at a distorted geometry, with ωB97M-V with the def2-TZVPD basis set.

Each line ends with the Mulliken charge.
Positions of all 164 atoms, in Å:
C  0.341  1.734  5.823  -1.44
C  0.296  0.754  4.654  0.98
O  -0.894  -0.028  4.803  -0.46
H  0.627  1.232  6.750  0.42
H  -0.576  2.313  5.886  0.34
H  1.172  2.443  5.715  0.34
H  1.185  0.130  4.538  -0.21
H  0.262  1.320  3.721  -0.35
H  -0.739  -0.697  5.476  0.23
C  -5.843  1.222  0.906  -0.60
C  -7.246  1.038  0.378  -0.37
O  -7.333  -0.184  -0.370  -0.53
H  -5.542  0.363  1.517  0.01
H  -5.768  2.130  1.499  0.43
H  -5.043  1.167  0.164  0.17
H  -7.466  1.813  -0.367  0.27
H  -7.988  1.099  1.178  0.32
H  -8.267  -0.339  -0.537  0.30
C  -5.457  -0.523  4.813  -1.39
C  -4.070  -0.610  4.233  0.10
O  -3.428  0.657  4.109  -0.48
H  -5.892  -1.509  4.985  0.39
H  -6.183  -0.014  4.174  0.24
H  -5.476  0.034  5.752  0.35
H  -4.131  -1.035  3.222  0.11
H  -3.445  -1.243  4.873  0.31
H  -2.491  0.442  4.284  0.38
C  -4.332  -6.847  3.952  -1.47
C  -3.030  -6.157  4.312  0.74
C  -2.854  -4.802  3.646  -0.68
O  -1.652  -4.197  4.045  -0.34
C  -1.185  -3.226  3.149  -0.12
N  -2.993  -6.108  5.773  -0.74
H  -4.375  -7.862  4.347  0.39
H  -4.339  -6.959  2.858  0.36
H  -5.273  -6.354  4.192  0.36
H  -2.214  -6.777  3.907  0.16
H  -3.692  -4.147  3.923  0.21
H  -2.862  -5.000  2.568  0.34
H  -1.950  -2.472  2.934  0.16
H  -0.782  -3.639  2.219  0.37
H  -0.374  -2.669  3.621  -0.38
H  -3.039  -7.030  6.182  0.24
H  -2.166  -5.650  6.141  0.23
C  3.095  -3.717  1.779  -0.72
C  3.610  -3.382  3.155  0.23
C  2.772  -2.232  3.751  -0.72
O  2.761  -1.058  2.954  0.58
C  3.984  -0.352  3.023  -0.91
N  3.591  -4.580  3.980  -0.74
H  2.106  -4.177  1.815  0.14
H  3.731  -4.416  1.227  0.48
H  3.146  -2.848  1.116  -0.17
H  4.615  -2.955  3.192  0.29
H  3.155  -1.977  4.751  0.56
H  1.721  -2.504  3.889  -0.14
H  4.881  -0.843  2.636  0.35
H  4.226  -0.014  4.039  0.31
H  3.870  0.572  2.460  -0.17
H  2.659  -4.929  4.197  0.26
H  3.900  -4.340  4.925  0.31
C  -0.227  5.924  -5.217  -1.42
C  -0.881  5.794  -3.847  0.33
C  -0.868  4.342  -3.413  -0.11
O  -1.608  4.152  -2.217  -0.43
C  -1.634  2.817  -1.786  -0.45
N  -0.310  6.706  -2.852  -0.76
H  0.844  5.737  -5.119  0.35
H  -0.348  6.948  -5.580  0.37
H  -0.747  5.340  -5.975  0.29
H  -1.938  6.052  -3.979  0.30
H  0.144  3.918  -3.333  -0.02
H  -1.316  3.684  -4.173  0.24
H  -2.327  2.786  -0.943  0.19
H  -0.638  2.480  -1.488  0.30
H  -2.086  2.112  -2.496  0.15
H  -0.778  6.460  -1.982  0.36
H  0.661  6.415  -2.742  0.29
C  0.779  0.104  -1.383  -1.37
C  1.023  0.302  0.107  0.62
C  0.364  -0.803  0.945  0.51
O  -0.927  -1.211  0.531  -0.54
C  -1.890  -0.204  0.694  0.32
N  2.478  0.347  0.333  0.87
H  -0.232  0.380  -1.692  0.16
H  0.897  -0.951  -1.644  0.26
H  1.491  0.664  -1.990  0.38
H  0.628  1.277  0.406  -0.28
H  0.406  -0.613  2.024  -0.17
H  0.976  -1.706  0.852  -0.33
H  -2.881  -0.569  0.414  0.38
H  -1.750  0.611  -0.032  -0.39
H  -1.943  0.231  1.697  -0.01
H  3.060  -0.272  -0.245  0.20
H  2.643  0.006  1.280  -0.18
C  2.670  3.318  2.820  -0.64
C  3.213  3.966  1.538  0.64
C  3.830  5.340  1.728  -1.10
O  2.854  6.257  2.173  -0.23
C  3.390  7.549  2.389  -0.77
N  4.179  3.089  0.866  -0.72
H  3.480  2.819  3.353  0.17
H  1.946  2.547  2.544  -0.23
H  2.150  4.032  3.462  0.52
H  2.367  4.123  0.861  0.22
H  4.283  5.661  0.787  0.46
H  4.590  5.272  2.521  0.35
H  3.761  7.963  1.446  0.30
H  4.135  7.425  3.183  0.33
H  2.615  8.232  2.735  0.22
H  4.874  2.835  1.570  0.34
H  3.733  2.185  0.687  0.18
C  0.936  1.394  -4.624  -0.31
C  0.845  1.114  -6.123  0.64
C  0.008  2.138  -6.861  -1.03
O  -1.340  2.169  -6.430  -0.24
C  -2.131  1.137  -7.000  -0.59
N  2.182  0.965  -6.744  -0.80
H  -0.064  1.332  -4.199  -0.01
H  1.344  2.390  -4.433  0.30
H  1.626  0.725  -4.106  -0.06
H  0.328  0.145  -6.192  0.12
H  0.005  1.932  -7.937  0.41
H  0.495  3.109  -6.745  0.28
H  -2.026  0.237  -6.390  0.05
H  -1.840  0.886  -8.025  0.36
H  -3.146  1.523  -7.039  0.27
H  2.713  0.338  -6.139  0.28
H  2.047  0.334  -7.536  0.34
C  1.260  -3.955  -2.525  -0.78
C  2.217  -3.639  -3.686  0.37
C  1.627  -4.110  -5.012  -0.66
O  1.267  -5.492  -5.056  -0.40
C  2.323  -6.338  -4.711  -0.64
N  2.347  -2.170  -3.703  0.08
H  1.628  -3.537  -1.587  -0.06
H  1.184  -5.035  -2.384  0.51
H  0.247  -3.571  -2.649  0.11
H  3.198  -4.081  -3.515  0.53
H  2.300  -3.943  -5.866  0.44
H  0.719  -3.571  -5.292  0.13
H  2.094  -7.392  -4.881  0.27
H  2.574  -6.296  -3.645  0.23
H  3.225  -6.142  -5.307  0.28
H  2.969  -1.837  -4.442  0.26
H  1.444  -1.844  -4.055  -0.59
C  -1.491  -1.604  -3.882  -0.24
O  -1.539  -2.322  -5.102  -0.53
H  -1.788  -0.552  -3.961  0.24
H  -2.209  -2.023  -3.167  0.49
H  -0.524  -1.639  -3.386  -0.28
H  -2.390  -2.152  -5.513  0.31
C  -2.132  3.593  2.928  0.19
O  -2.625  4.671  3.731  -0.61
H  -2.171  3.875  1.871  0.23
H  -1.084  3.408  3.191  -0.05
H  -2.748  2.719  3.124  -0.03
H  -2.023  5.407  3.592  0.31
C  4.853  -0.451  -1.877  -0.84
O  4.009  -1.457  -1.332  -0.64
H  4.369  0.531  -1.819  0.27
H  5.740  -0.377  -1.242  0.26
H  5.187  -0.633  -2.900  0.36
H  3.509  -1.839  -2.073  0.33

Net charge = 0

It is found that the E_tot values, taken in the order of the records, are -91231.6298; -77146.4795 eV.